Entry 1:
44
Properties=species:S:1:pos:R:3:forces:R:3 method="wB97M-V/def2-TZVPD" lumo_energy_ev=-2.5 total_energy_ha=-979.2996 relative_energy_kcal_mol=27.5 total_charge=+1 max_force_ev_per_a=3.3 smiles="C[N+]1(C)CC[C@]23c4c5ccc(O)c4O[C@H]2[C@@H](O)C=C[C@H]3[C@H]1C5"
O 0.2593 5.1036 -0.8830 -0.06 -0.83 0.73
O -3.2861 2.0330 -0.8381 -0.85 -0.36 0.26
O -1.1029 2.9571 0.5124 -1.54 0.18 -0.23
C -1.9269 0.1512 -1.3832 0.60 -0.43 1.40
C -0.8698 -0.6160 -1.1181 0.47 0.66 0.05
C 2.0371 3.4400 -1.4080 -1.02 1.68 0.69
C 2.5845 2.1737 -1.2316 -1.08 0.36 0.18
C 0.8169 3.8407 -0.7485 0.53 0.70 -1.03
C 0.1425 2.8798 -0.0376 -0.03 -0.14 0.04
C 1.8720 1.2376 -0.4891 -1.25 -0.11 1.13
C 0.6724 1.6547 0.1380 2.44 -1.42 -1.65
C 0.2315 0.8640 2.3788 0.62 -1.01 -0.60
C 2.1860 -0.2575 -0.4840 -0.50 0.59 0.24
C 0.7548 -2.0582 2.6079 -0.80 -1.41 1.04
C 2.9998 -1.7629 2.0308 1.49 0.02 -0.62
C 1.6096 0.1585 2.4917 -0.32 1.98 0.97
C -2.5746 0.9554 -0.2536 1.62 1.83 -2.11
C -0.2483 0.8106 0.9158 -1.04 0.13 0.22
C -1.5941 1.5956 0.7737 1.00 -0.79 0.97
C -0.2674 -0.5970 0.2951 0.75 -0.28 0.14
C 1.2086 -1.1157 0.4104 0.05 0.48 -2.27
N 1.6383 -1.1790 1.8567 1.01 -0.13 0.49
H -0.4565 5.1813 -0.1983 0.86 -0.03 -1.00
H -2.6484 2.6622 -1.2049 -0.08 -0.17 0.20
H -2.4420 0.1323 -2.3297 0.01 0.14 -0.17
H -0.4057 -1.1931 -1.9146 0.00 -0.15 0.26
H 2.5162 4.2158 -2.0343 -0.19 -0.63 0.49
H 3.5112 1.9188 -1.6971 0.39 -0.14 -0.37
H -0.4882 0.3267 2.9795 -0.27 0.13 0.52
H 0.3233 1.9048 2.7381 -0.05 -0.52 -0.21
H 3.2119 -0.4362 -0.1551 0.01 -0.11 -0.40
H 2.0691 -0.5220 -1.5626 0.19 -0.53 0.96
H 0.6370 -3.0268 2.0809 0.22 0.54 0.44
H -0.1877 -1.5708 2.6607 -0.83 -0.05 0.09
H 1.0871 -2.1901 3.6705 0.04 0.05 -1.16
H 3.1375 -2.6329 1.3729 -0.30 0.25 0.22
H 3.7879 -1.0344 1.7816 -0.52 -0.17 0.00
H 3.1804 -2.0691 3.0644 -0.40 0.14 -0.16
H 2.3908 0.7945 2.0539 -0.22 -0.37 -0.12
H 1.8401 0.0817 3.5664 0.13 -0.43 -0.42
H -3.2058 0.2502 0.2492 -0.86 0.12 0.54
H -2.1483 1.6272 1.7296 0.39 0.33 -0.39
H -0.8758 -1.2701 0.8829 -0.37 -0.16 0.25
H 1.3065 -2.1353 0.0131 -0.23 0.07 0.41

***

Entry 2:
21
Properties=species:S:1:pos:R:3:forces:R:3 method="wB97M-V/def2-TZVPD" s2=2.007 lumo_energy_ev="-2.8 / -8.5" total_energy_ha=-651.3947 multiplicity=3 relative_energy_kcal_mol=12.0 total_charge=+1 max_force_ev_per_a=10.7
C -0.7516 1.9234 -1.2888 -0.87 2.01 -1.27
C -1.0944 1.3122 1.1740 0.35 0.22 -1.23
C -0.7539 -1.4490 0.3452 -1.30 0.77 0.95
C 0.1219 -0.7423 -1.7670 2.23 -0.33 -0.46
C -0.8301 0.9066 -0.2247 -3.29 8.01 1.30
N -0.4124 -0.2987 -0.4855 3.38 -10.03 -1.61
S 3.1569 -1.4812 2.2448 0.89 0.29 1.35
H -1.2584 1.6812 -2.2538 0.69 -0.30 0.51
H 0.2738 2.3050 -1.5064 -0.12 -0.72 -0.03
H -1.2407 2.9202 -1.0886 0.14 -1.24 0.64
H -1.1350 0.4456 1.8350 -0.27 0.74 0.34
H -1.9116 2.0463 1.1343 -0.62 -0.81 0.36
H -0.3402 2.0334 1.4107 1.22 0.24 1.04
H -1.8138 -1.3595 0.7328 1.25 0.09 -0.09
H -0.6905 -2.3285 -0.2346 -0.03 -0.87 -0.75
H -0.0130 -1.6362 1.1707 -0.53 0.76 -0.30
H -0.7814 -0.7425 -2.4275 0.66 0.02 -0.01
H 0.9651 -0.0725 -2.1758 -1.67 -0.66 0.55
H 0.5845 -1.8150 -1.7176 -1.15 2.07 0.11
H 3.9363 -1.2599 3.4185 -0.97 -0.40 -1.62
H 3.9885 -2.3885 1.7044 0.01 0.12 0.21

***

Entry 3:
26
Properties=species:S:1:pos:R:3:forces:R:3 method="wB97M-V/def2-TZVPD" lumo_energy_ev=0.4 total_energy_ha=-457.1462 relative_energy_kcal_mol=40.7 total_charge=0 max_force_ev_per_a=5.4 smiles="CC(C)(N)/N=N/C(C)(C)N"
N -0.2364 -0.7665 1.1416 5.13 0.26 -1.57
N 1.0479 -0.7291 0.8981 -4.23 1.50 0.89
N -2.0984 0.3655 2.0661 1.99 0.75 1.89
N 1.2940 -3.1295 0.7757 1.06 1.29 -0.11
C 0.1044 1.4858 2.3524 2.14 -2.16 -0.33
C -0.8676 1.2875 0.0190 -3.54 0.28 1.16
C 3.1827 -1.5493 0.0331 -0.73 -0.01 -0.08
C 0.9293 -1.6902 -1.2139 3.24 -2.34 -1.21
C -0.7934 0.6264 1.4241 0.03 -0.35 0.54
C 1.6403 -1.8070 0.0944 -0.90 -2.17 2.08
H -1.9610 -0.3203 2.8506 -0.21 1.01 -1.15
H -2.7671 0.0016 1.4557 -1.00 -0.75 -1.25
H 0.2998 -3.1002 0.9925 0.26 -0.39 -0.34
H 1.6031 -3.9484 0.2470 -0.52 0.51 0.12
H 0.3717 0.8597 3.2664 -0.25 0.99 -1.05
H 1.0640 1.8286 1.8457 -1.02 -1.02 0.47
H -0.3158 2.3995 2.6271 -1.38 1.20 0.61
H -1.1561 2.3691 0.0769 0.03 -0.96 0.19
H 0.0571 1.2484 -0.4226 2.28 -0.25 -1.03
H -1.6204 0.7596 -0.6297 0.70 0.46 0.54
H 3.4424 -0.5009 -0.2012 -0.64 -0.35 -0.24
H 3.6209 -2.1823 -0.7782 -0.04 0.24 1.06
H 3.5873 -1.6566 1.0566 0.00 -0.67 -0.68
H 1.3906 -0.8981 -1.6587 1.08 2.59 -1.73
H 1.1503 -2.5269 -1.9034 -0.04 0.06 0.55
H -0.0571 -1.4981 -1.2397 -3.47 0.30 0.65

***

Entry 4:
63
Properties=species:S:1:pos:R:3:forces:R:3 method="wB97M-V/def2-TZVPD" lumo_energy_ev=-0.4 total_energy_ha=-1970.3751 relative_energy_kcal_mol=485.6 total_charge=0 max_force_ev_per_a=18.3
C -3.7204 1.0801 -1.4129 -0.81 -3.77 -4.31
H -3.7235 1.6677 -0.6059 0.79 2.46 2.83
C -2.6841 1.2550 -2.5603 -3.30 5.90 3.37
N -1.4132 1.3136 -2.0243 -0.66 -1.90 -0.30
C -0.9387 2.4360 -1.5131 6.79 4.54 3.58
O -1.1873 3.6423 -1.3512 -1.93 -3.39 -1.67
C 0.6908 2.1291 -0.9328 -3.50 -4.58 -8.08
H 1.3693 2.6810 -1.5055 0.92 1.69 0.11
C 0.7877 0.6179 -1.8744 0.78 1.01 2.35
C -0.6636 0.1776 -2.0344 4.82 3.44 -0.77
O -0.8766 -0.8894 -2.4438 -2.64 -3.15 -0.68
H 1.3601 0.6813 -2.8977 -1.22 -0.38 2.24
C 1.3410 -0.2697 -0.7288 6.91 -0.57 -4.82
N 1.1918 0.2315 0.5006 -4.42 1.10 1.93
C 0.4874 -0.6914 1.2455 0.40 6.32 11.67
O 0.2501 -0.4342 2.5487 0.08 -1.23 -5.96
N 0.5403 -1.8673 0.7666 4.01 -0.73 -8.36
C 1.1552 -1.6769 -0.5714 -1.22 -9.09 -5.45
O 1.3328 -2.7618 -1.5233 -0.95 7.30 6.70
C 0.2508 -3.0713 1.1948 -3.72 -6.17 -1.02
C -1.0665 -3.0839 1.8414 4.65 3.53 -0.76
C -1.3097 -4.1842 2.4416 -4.01 -8.21 2.31
C -0.7327 -5.5197 2.1255 -1.94 3.28 2.59
C 0.4341 -5.4083 1.4403 -2.98 -1.92 -0.66
C 0.7736 -4.4214 0.5898 -4.05 6.77 5.80
H 1.6783 -4.3970 0.2615 5.22 0.13 -3.10
H 0.6369 -6.3785 1.2438 2.35 -2.95 -1.05
H -1.1483 -6.5190 2.4445 0.51 1.67 0.01
Cl -2.8674 -4.1821 3.4699 1.40 -0.19 -0.78
H -1.5026 -2.1813 2.2429 -0.06 0.33 -0.55
C 0.8445 1.6285 0.3525 -2.75 1.58 6.66
C -0.5506 2.0581 1.1184 3.80 1.78 1.80
C -0.4281 3.1687 1.9909 -3.10 -0.02 -1.21
C -1.7151 3.6213 2.7306 4.89 0.31 -1.33
C -2.7941 2.8348 2.6709 9.40 -3.60 -5.77
C -2.5513 1.5407 1.8021 -15.11 4.59 9.17
C -1.7077 1.2048 1.0294 7.46 11.59 -0.26
H -1.4445 0.4389 0.7376 2.75 -13.86 -5.99
H -3.5615 1.0104 1.8092 1.34 -0.13 0.31
C -3.7996 3.2393 3.3866 -5.79 0.86 10.14
H -4.0066 2.5105 4.5108 0.62 1.99 -3.21
H -4.6527 3.1569 2.9245 -5.20 -1.09 -2.47
H -3.9380 4.2970 3.7562 1.33 -0.96 -0.33
H -1.6847 4.5649 3.3579 0.00 -1.28 -0.91
H 0.4273 3.8821 1.9120 -0.62 -1.00 0.37
H 1.5593 2.1328 0.9416 0.98 0.97 0.43
C 3.0345 -0.1872 -0.6874 -0.95 -4.80 -6.16
H 3.4175 -1.0767 -0.1143 -0.16 0.97 -0.79
H 3.3714 0.6623 -0.3629 0.93 4.94 3.10
C 3.8700 0.0470 -2.2341 -0.54 -10.22 5.74
C 3.5486 -1.3585 -3.0892 0.19 1.92 2.51
H 3.9623 -2.2315 -2.6005 0.13 0.00 0.67
H 3.9944 -1.4077 -4.0399 0.25 0.53 -1.58
H 2.4747 -1.5054 -3.0503 -0.02 -0.04 -0.57
C 5.2841 0.0894 -1.8022 -1.61 10.24 -7.60
H 5.6663 1.0350 -1.2754 -1.00 -1.05 -0.58
H 5.6924 0.2616 -2.9562 0.23 -0.47 2.82
H 5.7525 -0.6123 -1.4329 3.82 -7.66 3.61
H 3.4818 0.7635 -2.7416 -2.09 5.13 -2.81
H -2.7084 2.4000 -2.6357 -1.40 -1.27 -1.82
H -2.9082 0.6704 -3.3849 0.27 -1.00 -1.61
H -4.7137 1.1541 -1.8443 -0.24 0.18 -0.26
H -3.6621 0.0307 -1.1572 0.00 -0.35 0.74